Formula: C15H32NO23PS6
Source: the Open Molecules 2025 dataset
Level of theory: ωB97M-V with the def2-TZVPD basis set

Each atom is followed by the atoms it is bonded to, with distances in Å.
Positions of all 78 atoms, in Å:
1 C 0.0810 -3.4285 5.6884  C2 1.491, H12 1.079, H13 1.084, H14 1.083
2 C -1.2551 -2.8169 5.4348  C1 1.491, O3 1.194, O4 1.379
3 O -1.9874 -2.4339 6.2960  C2 1.194
4 O -1.5853 -2.7059 4.1007  C2 1.379, C5 1.406
5 C -2.0492 -1.4273 3.7465  O4 1.406, O6 1.185, C7 1.493
6 O -3.1686 -1.2647 3.3951  C5 1.185
7 C -1.0332 -0.3415 3.8819  C5 1.493, P8 1.863, H15 1.083, H16 1.079
8 P 0.2543 -0.2379 2.5399  C7 1.863, S9 2.249, C10 1.925, H17 1.411, H18 1.400
9 S -0.8171 -1.5444 1.0559  P8 2.249, H19 1.339
10 C 1.3465 0.9818 3.5519  P8 1.925, N11 1.478, H20 1.090, H21 1.086
11 N 0.6794 1.7456 4.6267  C10 1.478, H22 1.011, H23 1.011
12 H 0.0763 -3.9135 6.6518  C1 1.079
13 H 0.8349 -2.6494 5.7023  C1 1.084
14 H 0.3311 -4.1233 4.8963  C1 1.083
15 H -0.5602 -0.4608 4.8483  C7 1.083
16 H -1.5901 0.5826 3.8816  C7 1.079
17 H 0.1941 0.7072 1.4934  P8 1.411
18 H 1.2868 -1.1818 2.5889  P8 1.400
19 H -0.4292 -2.7792 1.4004  S9 1.339
20 H 1.7740 1.6772 2.8303  C10 1.090
21 H 2.1692 0.4051 3.9638  C10 1.086
22 H 1.3561 1.9530 5.3483  N11 1.011
23 H 0.3656 2.6424 4.2816  N11 1.011
24 C 3.3817 -3.5886 -1.6092  C25 1.512, O30 1.440, H31 1.091, H32 1.085
25 C 3.1038 -2.5014 -2.6219  C24 1.512, O26 1.438, H33 1.082, H34 1.092
26 O 2.7263 -1.3662 -1.8245  C25 1.438, S27 1.594
27 S 3.5226 -1.3889 -0.4439  O26 1.594, O28 1.417, O29 1.420, O30 1.598
28 O 4.6463 -0.5283 -0.5221  S27 1.417
29 O 2.5731 -1.2648 0.6049  S27 1.420
30 O 4.0315 -2.9021 -0.5231  C24 1.440, S27 1.598
31 H 2.4581 -4.0338 -1.2358  C24 1.091
32 H 4.0323 -4.3667 -1.9952  C24 1.085
33 H 2.3030 -2.7626 -3.3017  C25 1.082
34 H 4.0006 -2.2459 -3.1896  C25 1.092
35 C -5.3412 0.1008 1.3089  C36 1.515, O41 1.437, H42 1.090, H43 1.085
36 C -6.6242 0.4784 2.0210  C35 1.515, O37 1.444, H44 1.085, H45 1.091
37 O -6.7794 1.8832 1.7271  C36 1.444, S38 1.596
38 S -6.1930 2.1971 0.2764  O37 1.596, O39 1.416, O40 1.422, O41 1.591
39 O -7.2376 2.2476 -0.6785  S38 1.416
40 O -5.2584 3.2597 0.4164  S38 1.422
41 O -5.3900 0.8380 0.0770  C35 1.437, S38 1.591
42 H -4.4585 0.4182 1.8633  C35 1.090
43 H -5.2686 -0.9609 1.0966  C35 1.085
44 H -6.5681 0.3354 3.0952  C36 1.085
45 H -7.4835 -0.0614 1.6198  C36 1.091
46 C -1.4529 4.5333 -0.7543  C47 1.512, O52 1.441, H53 1.091, H54 1.085
47 C -2.1350 3.2702 -0.2785  C46 1.512, O48 1.440, H55 1.083, H56 1.091
48 O -1.3105 2.2095 -0.7983  C47 1.440, S49 1.591
49 S 0.2115 2.6735 -0.8173  O48 1.591, O50 1.421, O51 1.419, O52 1.597
50 O 0.8748 2.1947 0.3446  S49 1.421
51 O 0.7437 2.4326 -2.1106  S49 1.419
52 O -0.0479 4.2385 -0.6307  C46 1.441, S49 1.597
53 H -1.6763 4.7426 -1.8013  C46 1.091
54 H -1.6990 5.3993 -0.1480  C46 1.085
55 H -3.1494 3.1689 -0.6452  C47 1.083
56 H -2.1350 3.2025 0.8107  C47 1.091
57 C -1.3606 -2.6581 -5.0495  C58 1.515, O63 1.437, H64 1.091, H65 1.086
58 C -1.6661 -4.0925 -4.6702  C57 1.515, O59 1.438, H66 1.085, H67 1.091
59 O -0.7439 -4.8669 -5.4558  C58 1.438, S60 1.597
60 S 0.6198 -4.0565 -5.6383  O59 1.597, O61 1.422, O62 1.414, O63 1.599
61 O 1.5508 -4.4994 -4.6586  S60 1.422
62 O 0.9471 -4.0198 -7.0134  S60 1.414
63 O 0.0706 -2.6271 -5.1774  C57 1.437, S60 1.599
64 H -1.8015 -2.3918 -6.0110  C57 1.091
65 H -1.6715 -1.9458 -4.2910  C57 1.086
66 H -2.6825 -4.3870 -4.9114  C58 1.085
67 H -1.4680 -4.2796 -3.6132  C58 1.091
68 C 4.7346 2.3177 -2.3191  C69 1.513, O74 1.437, H75 1.091, H76 1.086
69 C 3.7909 3.4331 -1.9259  C68 1.513, O70 1.438, H77 1.085, H78 1.091
70 O 4.6636 4.5174 -1.5663  C69 1.438, S71 1.599
71 S 5.9794 4.4763 -2.4744  O70 1.599, O72 1.418, O73 1.417, O74 1.601
72 O 5.8330 5.3713 -3.5646  S71 1.418
73 O 7.1104 4.5333 -1.6228  S71 1.417
74 O 5.7931 2.9848 -3.0250  C68 1.437, S71 1.601
75 H 5.1562 1.8191 -1.4447  C68 1.091
76 H 4.2674 1.5846 -2.9695  C68 1.086
77 H 3.1643 3.1674 -1.0814  C69 1.085
78 H 3.1679 3.7467 -2.7642  C69 1.091

Properties
**Kohn-Sham gap**: 0.3063 Ha
**E_tot**: -138951.0045 eV
**Maximum force**: 1.30 eV/Å
**SMILES**: CC(=O)OC(=O)C[PH2](S)CN.O=S1(=O)OCCO1.O=S1(=O)OCCO1.O=S1(=O)OCCO1.O=S1(=O)OCCO1.O=S1(=O)OCCO1

These are the Mulliken partial charges, in e, on atoms 1 to 5: -0.978, 0.640, -0.511, -0.244, -0.057